Here is a cluster of 13 separate species, C44H123N9O13 in total from the Open Molecules 2025 dataset. Energies are from the ωB97M-V functional and the def2-TZVPD basis.

```
189
Properties=species:S:1:pos:R:3:forces:R:3:lowdin_charge:R:1
C -0.10514 1.01336 5.06300 -0.333 -0.765 1.677 -0.049
C -1.58578 0.82373 5.52225 0.087 2.051 -0.428 -0.372
C -2.12146 1.81657 6.64393 0.620 -1.798 -0.153 -0.172
O -3.38251 1.31423 7.11928 -0.234 0.440 -0.141 -0.198
C -4.05947 2.17283 8.05510 0.977 0.636 -0.227 -0.095
N -2.37335 1.13940 4.32986 -0.237 -0.978 0.073 0.035
H 0.51652 0.74262 5.91643 0.366 0.034 -0.037 0.080
H 0.19153 2.01395 4.74852 -0.461 0.156 0.021 0.073
H 0.14314 0.32107 4.25852 -0.119 0.060 0.004 0.042
H -1.79018 -0.20847 5.80664 0.179 -0.031 0.351 0.130
H -2.27291 2.78573 6.16866 0.267 0.248 0.208 0.123
H -1.38101 1.82088 7.44381 -0.052 0.433 0.336 0.121
H -5.14261 2.21418 7.94017 0.070 -0.812 -0.156 0.085
H -3.76810 3.21473 7.92223 0.276 0.188 -0.303 0.077
H -3.75647 1.95190 9.07857 -0.230 -0.392 0.076 0.084
H -3.24929 1.46207 4.71549 -0.439 0.257 -0.856 0.079
H -1.86547 1.84688 3.81837 -0.514 0.373 -0.113 0.067
C 3.14223 2.88729 4.17905 -0.355 0.662 -0.703 -0.036
C 3.34997 3.50263 2.71058 0.911 -2.481 1.191 -0.320
C 4.40692 2.60349 1.99109 -0.150 -0.087 0.960 -0.218
O 4.63332 2.95396 0.64820 0.412 1.206 -0.640 -0.227
C 5.65521 3.98335 0.44191 -0.815 -0.485 0.378 -0.038
N 2.04568 3.35833 2.05802 0.694 0.289 -0.303 0.054
H 2.36468 3.44977 4.69590 0.041 0.212 -0.020 0.068
H 3.94908 2.73166 4.89521 0.554 0.595 -0.472 0.073
H 2.72711 1.88426 4.08056 -0.106 -0.127 -0.445 0.045
H 3.75346 4.51138 2.62272 -0.453 0.228 0.536 0.132
H 4.12839 1.54968 1.99440 -0.722 -0.004 -0.184 0.096
H 5.32629 2.54749 2.57395 0.467 0.600 0.027 0.128
H 5.67562 4.25552 -0.61337 0.239 -0.675 -0.014 0.082
H 6.57545 3.56414 0.84875 0.283 0.282 -0.390 0.099
H 5.43756 4.94099 0.91483 -0.303 -0.179 0.566 0.084
H 1.72007 2.43016 2.28734 -0.400 -0.386 0.291 0.042
H 2.30252 3.24775 1.08750 -0.272 0.326 -0.696 0.072
C 6.25552 -4.40885 3.27237 -1.878 -0.078 1.102 -0.050
C 4.69784 -4.39535 2.97671 0.587 -0.155 -2.281 -0.377
C 4.22578 -2.91602 2.68676 0.114 -0.590 2.823 -0.169
O 4.55235 -2.15146 3.90016 -0.083 1.316 -1.451 -0.210
C 4.28704 -0.72307 3.74080 -0.156 -1.237 0.645 -0.092
N 4.46884 -5.17747 1.73937 1.330 0.215 -0.587 0.005
H 6.23149 -4.10806 4.31977 0.734 0.562 -0.018 0.064
H 6.82834 -3.72219 2.64909 -0.160 0.050 0.074 0.077
H 6.72522 -5.39207 3.29985 -0.375 -0.149 -0.501 0.069
H 4.16049 -5.02885 3.68243 -0.089 1.088 0.829 0.118
H 3.14589 -2.87248 2.54516 -0.164 -0.200 -0.005 0.079
H 4.69074 -2.48208 1.80154 0.492 -0.154 -0.035 0.117
H 4.50346 -0.22906 4.68802 -0.097 -0.277 0.187 0.083
H 3.22965 -0.59519 3.50915 -0.169 0.215 -0.139 0.060
H 4.88720 -0.18113 3.00990 0.242 -0.566 -0.449 0.069
H 5.05828 -4.67728 1.08940 0.141 -0.418 -0.787 0.054
H 3.55812 -5.19806 1.30318 -0.469 0.334 0.607 0.060
C 2.21036 -0.58758 0.28609 0.453 0.757 -2.320 -0.035
C 1.08260 0.41959 0.41949 0.053 -2.096 -1.273 -0.426
C -0.16462 -0.00003 -0.42233 0.093 -0.200 1.032 -0.158
O -1.26624 0.88086 -0.10122 2.156 -0.721 0.401 -0.206
C -2.42317 0.66858 -0.86296 0.617 0.014 -0.286 -0.084
N 0.80551 0.38054 1.81161 -2.250 1.528 1.103 0.052
H 2.34067 -0.80562 -0.77390 0.226 -0.254 -0.169 0.047
H 1.99777 -1.53926 0.77312 0.046 0.275 0.326 0.086
H 3.14719 -0.10854 0.57067 0.057 -0.399 0.502 0.069
H 1.29084 1.45116 0.13555 0.595 0.003 -0.087 0.123
H -0.43521 -1.01252 -0.12276 -0.209 -0.341 0.416 0.119
H 0.08160 -0.16835 -1.47074 -0.158 0.950 -0.543 0.118
H -2.22099 1.22708 -1.77690 -1.088 0.132 -0.202 0.081
H -3.24224 0.99537 -0.22231 -0.198 0.240 -0.624 0.094
H -2.54762 -0.37889 -1.13756 -0.092 -0.270 0.153 0.070
H -0.11054 0.78151 1.66954 -0.894 1.496 1.569 0.062
H 0.38494 -0.49663 2.08326 0.715 -1.192 -0.029 0.052
C -0.96720 -4.66015 -3.84090 -1.516 0.010 -0.880 -0.066
C -2.03975 -3.55043 -4.06872 1.636 0.731 0.079 -0.342
C -2.77077 -3.24602 -2.70870 0.061 -0.167 0.282 -0.184
O -3.91530 -4.04005 -2.47890 -0.429 -0.771 -1.853 -0.180
C -4.46935 -4.07625 -1.21276 -0.141 0.834 1.047 -0.134
N -1.27178 -2.30805 -4.49829 -0.555 -0.395 0.094 0.028
H -0.14796 -4.21709 -3.27465 -0.166 -0.496 0.441 0.068
H -0.57385 -5.12623 -4.74431 0.201 0.702 -0.520 0.067
H -1.51502 -5.52668 -3.47059 0.384 0.082 1.133 0.078
H -2.66958 -3.75988 -4.93333 -0.687 -0.609 0.651 0.133
H -2.99154 -2.18333 -2.60847 -0.319 0.284 -0.406 0.092
H -2.13641 -3.44874 -1.84580 0.880 -0.033 -0.139 0.114
H -4.82393 -3.09847 -0.88670 0.063 0.538 -0.039 0.084
H -3.77531 -4.39369 -0.43452 0.325 -0.297 -0.040 0.070
H -5.36930 -4.68755 -1.14562 0.271 -0.388 -0.592 0.092
H -1.86934 -1.77290 -5.11199 -0.864 0.740 0.452 0.041
H -0.65560 -2.57871 -5.25141 0.849 -0.664 0.236 0.045
C -3.85646 0.75462 -4.40638 0.157 0.023 -0.297 -0.043
C -4.38148 0.63545 -5.84649 -0.805 0.626 1.343 -0.438
C -5.30738 1.81907 -6.19084 -1.635 -1.457 0.157 -0.176
O -6.32826 1.35505 -7.12634 1.275 2.070 -1.066 -0.201
C -6.99127 2.48106 -7.78042 -0.958 -2.236 -0.362 -0.103
N -3.37303 0.47824 -6.84426 0.683 -1.112 -0.538 0.037
H -3.10769 1.54641 -4.38375 0.354 -0.253 0.378 0.073
H -3.51146 -0.22011 -4.06147 0.782 0.140 -0.239 0.057
H -4.59274 0.99043 -3.63801 -0.375 0.334 -0.512 0.059
H -4.89416 -0.32621 -5.82497 -0.749 0.261 -0.400 0.138
H -4.68903 2.63505 -6.56489 -0.175 0.177 -0.195 0.122
H -5.96740 2.12317 -5.37844 0.691 0.422 0.722 0.114
H -7.66167 1.93947 -8.44776 -0.533 0.115 0.149 0.079
H -6.48010 3.09901 -8.51862 1.081 0.138 0.677 0.081
H -7.60218 3.05696 -7.08527 0.269 0.189 0.142 0.082
H -3.84962 0.28670 -7.71390 0.354 0.092 -0.258 0.075
H -2.64479 1.16723 -6.96695 -0.322 0.310 0.275 0.076
C -7.26214 3.32307 -0.09820 0.300 0.281 -0.994 -0.061
C -5.75448 3.40607 -0.58868 -1.708 1.947 2.165 -0.376
C -5.42453 3.03240 -2.01151 -0.044 0.210 0.220 -0.199
O -3.99214 2.99321 -2.14437 0.073 -0.410 -0.290 -0.239
C -3.28465 4.01376 -2.86246 -1.463 0.415 -0.023 -0.078
N -5.23542 4.79362 -0.23125 0.097 -1.760 -0.410 0.052
H -7.57256 2.27992 -0.03830 -0.187 0.042 -0.182 0.067
H -7.96544 3.90477 -0.69410 0.031 -0.303 -0.788 0.063
H -7.48868 3.79135 0.85965 1.018 -0.219 0.381 0.068
H -5.31500 2.69358 0.10940 0.783 0.104 -0.236 0.121
H -5.92129 3.68388 -2.73047 0.273 0.532 -0.103 0.126
H -5.90809 2.07322 -2.19655 0.633 -0.574 -0.218 0.113
H -2.29342 3.72685 -3.21353 -0.066 -0.559 0.483 0.079
H -3.20971 4.91448 -2.25322 0.307 0.079 0.106 0.074
H -3.85296 4.31270 -3.74323 -0.131 -0.048 -0.251 0.082
H -4.28348 4.72739 -0.56219 0.549 0.327 0.406 0.014
H -5.63165 5.46841 -0.86981 -0.521 0.147 -0.155 0.064
C -0.46413 -4.53307 5.09452 -0.349 0.573 2.285 -0.052
C 0.54022 -3.38743 5.26062 0.993 -1.741 -1.008 -0.376
C 1.82729 -3.95704 5.95221 0.490 -0.591 0.650 -0.165
O 1.56736 -4.76347 7.10626 -1.208 0.461 -0.196 -0.216
C 2.52454 -5.74998 7.36985 -0.498 0.531 1.900 -0.126
N 0.90312 -3.05212 3.88485 0.420 0.564 -0.605 0.045
H -1.36292 -4.18821 4.58330 0.238 -0.311 -0.572 0.061
H -0.80688 -4.70118 6.11548 -0.241 -0.371 0.142 0.075
H -0.02699 -5.48837 4.80399 -0.048 0.324 -0.627 0.091
H 0.08447 -2.54830 5.78622 0.065 -0.015 0.334 0.129
H 2.57622 -3.22744 6.26026 -0.188 0.710 -0.202 0.121
H 2.39898 -4.64738 5.33199 -0.405 0.313 -1.109 0.095
H 2.16413 -6.21721 8.28631 -0.588 -0.838 -0.369 0.084
H 3.39287 -5.31563 7.86525 0.974 0.253 -1.090 0.084
H 2.68181 -6.46604 6.56323 0.267 0.145 -0.031 0.095
H 0.06226 -2.98305 3.32962 -0.285 -0.274 0.092 0.033
H 1.24391 -2.10782 3.77411 0.554 0.277 0.417 0.046
C 2.62887 -1.60963 -3.42164 -0.076 0.447 -1.676 -0.041
C 2.59759 -2.57827 -4.67153 -0.113 1.519 2.361 -0.421
C 3.56927 -2.07567 -5.75806 -1.459 0.671 -0.139 -0.161
O 3.08863 -0.76526 -6.17248 0.991 -0.244 0.369 -0.214
C 3.43481 -0.37318 -7.50425 -0.059 -1.053 0.563 -0.099
N 3.08004 -3.84478 -4.19021 0.215 -1.764 -1.095 0.025
H 1.86556 -1.80279 -2.66788 0.164 -0.575 -0.039 0.055
H 2.41597 -0.59710 -3.76451 0.018 0.144 -0.083 0.055
H 3.64202 -1.58751 -3.02023 -0.085 -0.251 0.258 0.070
H 1.55524 -2.68655 -4.97133 -0.010 0.499 -0.616 0.108
H 3.60499 -2.71222 -6.64215 -0.292 -0.348 -0.096 0.113
H 4.56632 -2.14304 -5.32279 0.243 0.722 0.036 0.125
H 3.10440 -1.19574 -8.13853 -0.292 0.262 -0.588 0.078
H 4.50413 -0.28202 -7.69490 0.259 0.170 0.382 0.082
H 2.94929 0.57698 -7.72689 -0.111 -0.232 0.046 0.086
H 2.51000 -4.30585 -3.49554 -0.224 0.825 0.911 0.067
H 2.78826 -4.44478 -4.94848 0.791 -0.797 -0.615 0.068
C -1.77249 4.23206 1.17018 -0.949 -0.340 0.608 -0.086
C -0.52250 4.68145 0.49304 -0.066 0.227 -0.004 -0.325
O 0.24525 5.42353 1.44240 -0.450 0.080 -1.114 -0.092
H -2.50141 3.68641 0.57097 0.011 0.244 -0.520 0.056
H -2.22183 5.13440 1.58487 -0.329 -0.135 0.050 0.083
H -1.60178 3.54313 1.99742 0.438 0.077 0.209 0.058
H -0.79511 5.30183 -0.36073 0.186 0.314 0.003 0.109
H 0.02990 3.84196 0.07089 0.315 -0.156 0.097 0.082
H 0.86426 4.76045 1.75666 0.717 -0.260 0.707 0.002
C 2.47234 2.41619 -3.95486 0.377 -0.089 0.423 -0.082
C 0.94527 2.49501 -3.82523 0.663 -0.446 -0.834 -0.316
O 0.61948 3.17196 -2.64861 -0.355 1.141 0.759 -0.079
H 2.99060 3.36438 -4.09784 -0.478 0.403 0.245 0.076
H 2.93710 1.79162 -4.71775 -0.707 -0.443 -0.214 0.060
H 2.79948 2.02294 -2.99235 0.283 -0.047 0.061 0.055
H 0.51851 1.49257 -3.85824 -0.029 -0.171 0.055 0.105
H 0.49590 3.05576 -4.64482 0.012 0.043 -0.129 0.106
H 0.30936 2.65080 -1.90442 0.052 -0.502 -0.307 0.056
C -2.65287 -3.00602 1.84139 0.498 0.028 1.092 -0.071
C -2.68407 -2.08160 3.09209 -2.034 0.066 -2.676 -0.337
O -1.50870 -1.40062 3.20790 2.412 -0.260 0.353 -0.109
H -3.62128 -3.49263 1.72525 0.098 -0.134 0.069 0.068
H -1.85353 -3.73989 1.94433 -0.090 -0.309 -0.099 0.067
H -2.45170 -2.43134 0.93730 -0.003 0.200 0.088 0.056
H -3.06236 -2.57003 3.99010 0.202 -0.134 0.128 0.113
H -3.38378 -1.33024 2.72607 -0.918 0.092 0.741 0.106
H -1.63860 -0.62825 3.76304 -0.472 0.531 -0.078 0.016
C 5.69603 1.72473 -2.59059 0.399 0.541 -1.087 -0.075
C 5.33794 0.56340 -1.68916 0.004 -0.034 -1.013 -0.334
O 5.94093 0.75719 -0.45347 -0.122 -0.330 1.033 -0.069
H 5.17919 1.78651 -3.54827 0.092 -0.797 -0.277 0.056
H 6.77307 1.73726 -2.75767 0.044 -0.085 -0.167 0.080
H 5.46315 2.73185 -2.24479 -0.185 -0.198 0.965 0.057
H 5.72060 -0.40194 -2.02050 0.160 0.139 -0.582 0.114
H 4.25646 0.42736 -1.68729 -0.320 0.135 0.538 0.079
H 5.43471 1.46615 -0.05008 -0.007 0.499 0.464 0.023
```
Positions in Å, forces in eV/Å.

Output
**Energy above the lowest of the compared OMol25 structures with the same formula, charge and spin**: 6.876 eV
**Total energy**: -3220.72315 hartree
**HOMO energy**: -8.855 eV
**Maximum force**: 3.38 eV/A